84
Properties=species:S:1:pos:R:3:mulliken_charge:R:1 method="wB97M-V/def2-TZVPD" homo_lumo_gap_ev="6.84 / 8.26" lumo_energy_ev="-1.45 / -0.45" e_above_lowest_kcal_mol=0.5 multiplicity=4 s_squared=3.88
Cr -0.030 0.414 0.412 0.068
N -1.545 -1.739 1.999 0.043
P -1.787 -1.634 0.294 0.333
C -3.584 -1.872 0.198 0.477
C -4.136 -2.512 -0.911 -0.684
C -5.512 -2.652 -1.026 -0.649
C -6.346 -2.144 -0.039 -0.477
C -5.802 -1.491 1.060 -0.646
C -4.424 -1.344 1.176 -0.367
C -1.132 -3.175 -0.407 0.466
C -1.514 -4.438 0.049 -0.374
C -0.927 -5.575 -0.483 -0.750
C 0.031 -5.460 -1.489 -0.471
C 0.401 -4.210 -1.963 -0.647
C -0.178 -3.067 -1.418 -0.602
P -0.107 -0.950 2.422 1.360
C 1.148 -2.271 2.390 0.521
C 1.952 -2.382 1.263 0.237
C 2.806 -3.467 1.101 -0.625
C 2.855 -4.450 2.077 -0.726
C 2.051 -4.349 3.210 -0.771
C 1.202 -3.264 3.368 -0.700
C -0.271 -0.567 4.175 -0.186
C -1.527 -0.422 4.750 -0.046
C -1.638 -0.071 6.091 -0.669
C -0.496 0.156 6.847 -0.458
C 0.764 0.033 6.265 -0.728
C 0.877 -0.325 4.930 -0.311
H -1.798 -2.596 2.473 0.501
H -3.488 -2.916 -1.682 0.418
H -5.932 -3.156 -1.888 0.396
H -7.421 -2.251 -0.129 0.379
H -6.451 -1.081 1.825 0.411
H -4.001 -0.811 2.018 0.257
H -2.277 -4.533 0.818 0.390
H -1.221 -6.554 -0.123 0.422
H 0.483 -6.352 -1.907 0.403
H 1.137 -4.119 -2.753 0.468
H 0.108 -2.087 -1.787 0.453
H 1.917 -1.622 0.499 -0.154
H 3.427 -3.539 0.214 0.482
H 3.523 -5.297 1.961 0.409
H 2.087 -5.121 3.971 0.436
H 0.583 -3.190 4.256 0.426
H -2.416 -0.574 4.148 0.257
H -2.619 0.035 6.542 0.414
H -0.584 0.434 7.891 0.393
H 1.655 0.217 6.853 0.403
H 1.858 -0.422 4.478 0.417
C 2.755 3.793 2.780 -1.349
Si 1.235 2.973 2.044 0.236
C 0.141 2.705 3.541 -0.659
C 0.480 4.173 0.830 -1.086
C 1.668 1.360 1.182 1.017
Si 3.066 1.582 -0.068 0.109
C 3.432 0.077 -1.126 -0.756
C 4.657 1.812 0.896 -1.179
C 2.833 3.047 -1.181 -1.005
H 2.417 4.558 3.493 0.396
H 3.387 4.287 2.029 0.324
H 3.376 3.070 3.329 0.344
H -0.475 3.600 3.705 0.499
H 0.761 2.550 4.435 0.194
H -0.546 1.864 3.446 -0.086
H -0.316 4.762 1.300 0.431
H 0.042 3.655 -0.026 0.238
H 1.241 4.866 0.455 0.360
H 2.093 0.712 1.963 -0.404
H 3.880 -0.720 -0.523 0.235
H 4.172 0.367 -1.884 0.431
H 2.567 -0.320 -1.667 0.091
H 4.775 1.003 1.631 0.298
H 4.685 2.764 1.435 0.348
H 5.521 1.780 0.218 0.364
H 1.826 3.112 -1.598 0.293
H 3.537 2.972 -2.019 0.413
H 3.040 3.983 -0.642 0.302
B 1.073 0.857 -4.041 0.441
C 0.575 0.828 -2.564 -0.087
N 0.253 0.780 -1.458 -0.588
H 0.648 -0.154 -4.575 -0.154
H 0.641 1.869 -4.558 -0.156
H 2.293 0.863 -3.975 -0.122
I -2.256 1.780 0.845 -0.330

94
Properties=species:S:1:pos:R:3:mulliken_charge:R:1 method="wB97M-V/def2-TZVPD" homo_lumo_gap_ev="7.53 / 6.93" lumo_energy_ev="-2.44 / -3.43" total_charge=+1 e_above_lowest_kcal_mol=18.6 multiplicity=4 s_squared=3.77
Ti -0.633 0.108 -0.234 -0.661
C -1.062 2.211 -3.283 -1.607
C -2.257 1.777 -2.502 0.623
C -3.630 2.109 -2.768 -1.587
C -4.296 1.590 -1.715 -0.157
N -3.411 0.964 -0.868 0.366
N -2.156 1.109 -1.353 1.000
B -3.710 0.631 0.628 -0.036
N -3.229 -0.780 1.086 0.673
C -3.839 -1.666 1.857 -0.154
C -2.927 -2.636 2.265 -1.712
C -1.761 -2.280 1.649 0.278
C -0.503 -3.088 1.526 -1.389
N -1.897 -1.093 0.980 1.519
N -2.828 1.584 1.430 0.926
C -3.055 2.026 2.676 0.056
C -1.908 2.659 3.125 -1.582
C -0.997 2.524 2.059 0.576
C 0.392 3.005 2.001 -1.102
N -1.546 1.843 1.060 -0.563
N -5.195 0.825 0.860 0.638
C -5.887 1.991 0.633 -0.324
C -7.161 1.660 0.287 -1.274
C -7.203 0.259 0.371 0.814
C -8.375 -0.720 0.197 -1.243
N -6.015 -0.238 0.646 -1.246
H -0.212 2.294 -2.617 0.246
H -1.219 3.150 -3.790 0.469
H -0.795 1.488 -4.065 0.244
H -4.002 2.638 -3.596 0.593
H -5.359 1.443 -1.534 0.421
H -4.900 -1.567 2.036 0.554
H -3.030 -3.513 2.851 0.606
H -0.651 -3.952 0.830 0.255
H -0.289 -3.543 2.498 0.497
H 0.379 -2.549 1.219 -0.002
H -3.997 1.821 3.181 0.549
H -1.703 3.121 4.070 0.473
H 0.987 2.633 2.850 0.174
H 0.465 4.123 2.039 0.434
H 0.856 2.702 1.026 0.069
H -5.487 2.976 0.839 0.420
H -7.980 2.306 0.019 0.458
H -8.891 -0.972 1.153 0.244
H -8.044 -1.648 -0.262 0.332
H -9.150 -0.317 -0.441 0.375
N 8.743 1.070 -4.103 -0.484
C 7.627 0.376 -3.789 0.946
C 6.887 0.905 -2.720 -0.684
C 5.617 0.465 -2.448 -0.622
C 5.139 -0.648 -3.149 -0.068
C 5.909 -1.228 -4.158 -0.361
C 7.153 -0.713 -4.481 -0.695
S 3.349 -1.258 -2.827 0.891
O 2.924 -1.192 -1.426 -0.402
O 2.983 -2.465 -3.527 -0.533
N 0.475 -0.146 -2.074 -0.604
C -0.433 -1.054 -2.554 0.709
N -0.721 -1.268 -3.837 -0.521
C -1.606 -2.237 -4.082 -0.297
C -2.143 -3.028 -3.077 -1.045
C -1.875 -2.611 -1.794 0.078
N -1.049 -1.595 -1.506 0.495
H 8.937 1.967 -3.683 0.205
H 9.142 0.944 -5.020 0.223
H 7.258 1.775 -2.179 0.215
H 5.042 0.916 -1.656 0.455
H 5.513 -2.102 -4.696 0.426
H 7.768 -1.191 -5.241 0.359
H -1.891 -2.415 -5.118 0.437
H -2.819 -3.822 -3.331 0.436
H -2.361 -3.083 -0.952 0.310
C 4.541 -0.701 1.384 -0.875
C 3.772 0.526 1.832 -1.157
N 2.664 0.214 2.740 0.558
C 2.951 0.250 4.166 -0.629
C 3.857 -0.874 4.639 -1.367
C 1.451 -0.118 2.235 1.195
C 0.318 -0.309 3.206 -1.667
N 1.218 -0.172 0.938 1.275
H 5.337 -0.438 0.726 0.418
H 3.946 -1.456 0.879 0.146
H 5.022 -1.259 2.206 0.308
H 3.337 1.073 1.007 0.457
H 4.421 1.241 2.324 0.458
H 1.959 0.214 4.697 0.373
H 3.371 1.231 4.428 0.407
H 3.516 -1.857 4.315 0.302
H 3.877 -0.881 5.739 0.424
H 4.880 -0.750 4.318 0.345
H 0.532 -1.151 3.887 0.689
H -0.563 -0.556 2.698 -0.653
H 0.090 0.578 3.776 0.384
H 2.047 -0.177 0.362 -0.508

91
Properties=species:S:1:pos:R:3:mulliken_charge:R:1 method="wB97M-V/def2-TZVPD" homo_lumo_gap_ev=6.84 lumo_energy_ev=-0.36 e_above_lowest_kcal_mol=68.9
Sr 7.488 -19.167 4.831 1.477
Br 7.874 -20.851 7.586 -0.212
C 9.622 -20.100 7.993 0.313
C 10.039 -20.489 9.241 -0.572
C 11.327 -20.152 9.711 -0.640
C 12.198 -19.516 8.870 -0.596
C 11.881 -19.235 7.491 0.372
C 12.762 -18.625 6.546 -0.712
C 12.290 -18.301 5.235 -0.845
C 10.997 -18.544 4.904 -0.452
C 10.030 -19.071 5.800 -0.248
C 10.465 -19.382 7.089 0.897
H 9.401 -21.030 9.941 0.326
H 11.619 -20.451 10.700 0.387
H 13.248 -19.164 9.214 0.210
H 13.764 -18.461 6.835 0.408
H 12.967 -17.920 4.463 0.362
H 10.708 -18.359 3.869 0.308
N 8.024 -24.266 -1.668 -0.681
C 8.456 -22.989 -1.103 -0.321
C 7.686 -22.676 0.108 -0.718
C 8.513 -22.242 1.379 -0.521
C 7.431 -21.834 2.424 -0.156
N 7.865 -21.552 3.768 -0.272
H 8.247 -25.061 -1.094 0.221
H 8.628 -24.441 -2.525 0.248
H 8.317 -22.221 -1.949 0.225
H 9.576 -23.045 -0.938 0.330
H 6.984 -23.585 0.394 0.268
H 6.870 -21.931 -0.064 0.334
H 9.040 -21.345 1.020 0.312
H 9.080 -23.102 1.715 0.351
H 6.581 -22.627 2.413 0.233
H 7.004 -20.890 1.959 -0.296
H 8.831 -21.517 3.913 0.198
H 7.561 -22.075 4.553 0.245
N 6.813 -15.739 5.637 -0.256
C 5.999 -16.318 6.535 0.459
N 5.460 -15.559 7.513 -0.755
C 4.440 -16.162 8.141 0.579
N 4.006 -15.549 9.241 -0.365
N 3.930 -17.402 7.898 -0.687
C 4.713 -18.103 7.034 -0.269
N 5.677 -17.570 6.267 0.097
C 4.546 -19.593 6.801 0.658
C 3.943 -20.406 7.798 -0.661
C 3.636 -21.702 7.475 -0.428
C 4.014 -22.182 6.216 -0.929
C 4.601 -21.334 5.300 -0.203
N 4.921 -20.090 5.618 0.034
H 7.051 -14.754 5.715 0.239
H 7.045 -16.279 4.804 0.130
H 4.547 -14.795 9.610 0.233
H 3.282 -15.987 9.752 0.235
H 3.598 -19.967 8.734 0.445
H 3.096 -22.371 8.153 0.477
H 3.774 -23.180 5.947 0.487
H 4.978 -21.673 4.348 0.500
C 4.051 -24.857 11.749 -1.161
N 3.196 -26.037 11.924 0.122
C 2.608 -26.129 13.278 -1.122
C 3.271 -27.074 11.073 0.225
S 4.463 -27.191 9.819 -0.358
N 2.230 -27.900 11.133 0.119
C 0.887 -27.378 11.190 -1.085
C 2.425 -29.315 10.636 -0.959
H 3.535 -24.071 12.297 0.438
H 4.227 -24.560 10.670 0.296
H 5.032 -25.103 12.138 0.357
H 1.610 -25.807 13.279 0.311
H 3.199 -25.509 13.997 0.457
H 2.695 -27.162 13.641 0.365
H 0.843 -26.289 11.282 0.376
H 0.286 -27.737 12.065 0.295
H 0.311 -27.639 10.304 0.363
H 3.516 -29.480 10.451 0.360
H 1.780 -29.453 9.761 0.287
H 1.988 -30.029 11.326 0.320
C 9.269 -17.469 -1.152 -1.380
C 8.750 -17.511 0.246 0.999
C 9.175 -16.514 1.186 -0.832
C 8.786 -16.555 2.481 -0.438
N 7.998 -17.557 2.830 -0.030
C 7.273 -18.236 1.863 0.152
S 5.726 -18.880 2.308 -0.332
N 7.831 -18.352 0.639 -0.535
H 10.315 -17.740 -1.113 0.325
H 9.223 -16.428 -1.502 0.356
H 8.767 -18.162 -1.794 0.336
H 9.765 -15.633 0.862 0.224
H 9.212 -15.793 3.144 0.348

84
Properties=species:S:1:pos:R:3:mulliken_charge:R:1 method="wB97M-V/def2-TZVPD" homo_lumo_gap_ev=6.60 lumo_energy_ev=-5.91 total_charge=+2 e_above_lowest_kcal_mol=40.9
P 2.540 -1.288 -0.301 0.164
C 3.192 -2.973 -0.673 0.250
C 3.795 -3.348 -1.886 0.266
H 3.801 -2.669 -2.738 0.289
C 4.425 -4.593 -2.017 -0.735
H 4.924 -4.862 -2.956 0.409
C 4.418 -5.497 -0.947 -0.479
H 4.916 -6.469 -1.040 0.389
C 3.752 -5.167 0.247 -0.713
H 3.726 -5.885 1.079 0.397
C 3.128 -3.921 0.372 -0.305
H 2.603 -3.665 1.297 0.313
C 2.653 -0.538 -1.979 0.453
C 1.572 -0.764 -2.857 -0.520
H 0.668 -1.252 -2.481 0.503
C 1.667 -0.411 -4.207 -0.665
H 0.835 -0.628 -4.888 0.446
C 2.830 0.210 -4.689 -0.599
H 2.905 0.475 -5.750 0.406
C 3.878 0.501 -3.812 -0.656
H 4.777 1.006 -4.182 0.430
C 3.784 0.141 -2.461 -0.212
H 4.613 0.380 -1.796 0.297
C 4.056 -0.560 0.450 0.209
C 5.328 -1.162 0.412 -0.152
H 5.457 -2.169 0.026 0.254
C 6.460 -0.463 0.853 -0.689
H 7.453 -0.929 0.791 0.410
C 6.328 0.831 1.374 -0.526
H 7.210 1.386 1.705 0.388
C 5.053 1.412 1.485 -0.690
H 4.944 2.419 1.913 0.388
C 3.922 0.713 1.047 -0.078
H 2.930 1.152 1.159 0.380
Hf -2.575 -0.276 1.560 -0.105
C -2.668 1.870 0.678 -0.546
C -1.798 2.283 -0.258 0.082
H -3.502 2.530 0.974 0.072
C -0.617 1.400 -0.640 1.245
O 0.584 2.190 -0.434 -0.542
H 1.368 1.646 -0.656 0.162
C -0.582 0.139 0.192 -0.223
H -0.672 1.130 -1.714 0.193
C 0.031 -0.822 0.747 -0.600
Cl -4.835 0.245 2.051 -0.455
Cl -2.420 -2.588 2.088 -0.415
P -3.830 -1.362 -0.627 0.968
C -5.422 -2.175 -0.233 -1.242
H -6.165 -1.423 0.060 0.376
H -5.282 -2.866 0.607 0.330
H -5.774 -2.732 -1.115 0.429
C -4.325 -0.212 -1.939 -1.158
H -3.445 0.334 -2.296 0.201
H -5.034 0.519 -1.533 0.317
H -4.785 -0.762 -2.769 0.471
C -2.955 -2.684 -1.504 -1.041
H -2.700 -3.481 -0.799 0.344
H -2.026 -2.288 -1.926 0.198
H -3.594 -3.077 -2.305 0.447
P -1.894 3.911 -1.083 1.572
C -3.578 4.514 -1.078 -1.271
C -1.348 3.675 -2.774 -1.268
H -3.997 4.474 -0.068 0.453
H -4.199 3.908 -1.749 0.372
H -3.585 5.553 -1.432 0.417
H -0.381 3.162 -2.788 0.303
H -1.255 4.652 -3.259 0.470
H -2.087 3.073 -3.314 0.422
C -0.808 5.064 -0.240 -1.297
H -1.260 5.370 0.711 0.398
H -0.646 5.948 -0.867 0.444
H 0.145 4.562 -0.039 0.340
H 0.677 -1.590 1.162 0.834
C -2.588 0.905 7.016 -0.746
N -3.190 0.412 5.763 -0.022
C -4.620 0.016 5.764 -0.697
C -2.519 0.389 4.674 0.661
N -2.133 0.228 3.553 -0.708
H -3.366 0.821 7.781 0.256
H -2.274 1.953 6.908 0.335
H -1.720 0.294 7.297 0.332
H -5.187 0.643 5.062 0.274
H -4.725 -1.034 5.457 0.284
H -4.982 0.147 6.783 0.312

It is found that the max |F| values, taken in the order of the records, are 0.908; 2.347; 3.726; 4.409 eV/Å.
It is found that the electronic energy values, taken in the order of the records, are -108397.05513; -93462.14825; -144312.41297; -93115.41136 eV.